38
Properties=species:S:1:pos:R:3 method="wB97M-V/def2-TZVPD" mol_weight_g_mol=556.10 total_charge=-2 multiplicity=1 orbital_gap_ev="2.261 / 2.260" lumo_energy_ev="4.3042 / 4.3055"
C -0.96 0.88 -1.37
C -1.17 -0.50 -1.77
C 0.13 -1.15 -1.75
C -2.38 -1.03 -2.45
C 1.10 -0.16 -1.33
C 0.43 1.08 -1.19
C 1.09 2.40 -1.08
C -1.99 1.93 -1.36
C 0.43 -2.43 -2.43
C 2.56 -0.37 -1.30
Hf -0.98 -1.75 0.20
Cl -2.00 -3.64 -0.08
Cl -2.29 -0.33 1.47
Cl 0.94 -2.17 1.43
H -3.17 -0.27 -2.48
H -2.80 -1.93 -1.97
H -2.15 -1.30 -3.49
H -0.16 -3.28 -2.06
H 1.49 -2.68 -2.31
H 0.23 -2.35 -3.51
H 2.82 -1.32 -0.82
H 3.05 0.44 -0.74
H 3.00 -0.37 -2.31
H 2.05 2.32 -0.56
H 0.46 3.11 -0.54
H 1.29 2.82 -2.08
H -2.98 1.51 -1.12
H -2.06 2.44 -2.33
H -1.75 2.68 -0.60
O 0.67 2.65 1.98
H 0.99 2.08 2.72
F -0.76 -1.07 4.55
C -0.14 0.10 4.47
F -0.97 1.10 4.79
C 1.20 0.14 5.19
F 0.99 -0.03 6.52
F 1.99 -0.87 4.75
F 1.81 1.33 5.00



87
Properties=species:S:1:pos:R:3 method="wB97M-V/def2-TZVPD" mol_weight_g_mol=663.19 total_charge=0 smiles="CCC(=O)OCCc1cnc2c(CON=O)ccc(CCCCS(=O)(=O)Cl)c2n1.CN(C)C=O.CN(C)C=O.CN(C)C=O" multiplicity=1 orbital_gap_ev=8.527 lumo_energy_ev=-0.1407 relative_energy_kcal_mol=0.0
C 5.72 -5.45 -1.00
C 5.51 -4.50 -2.19
C 4.10 -4.53 -2.71
O 3.38 -5.45 -2.56
O 3.66 -3.44 -3.40
C 3.60 -2.21 -2.65
C 2.18 -1.73 -2.45
C 1.38 -2.47 -1.41
C 1.97 -3.26 -0.40
N 1.31 -3.90 0.52
C -0.04 -3.73 0.48
C -0.85 -4.35 1.46
C -0.19 -5.23 2.52
O -1.07 -6.26 2.99
N -1.28 -7.25 1.95
O -0.54 -8.13 2.06
C -2.21 -4.16 1.47
C -2.82 -3.34 0.49
C -2.08 -2.74 -0.51
C -2.67 -1.89 -1.60
C -4.18 -1.81 -1.66
C -4.93 -3.13 -1.93
C -4.14 -4.12 -2.79
S -4.89 -5.75 -2.56
O -4.05 -6.47 -1.65
O -6.27 -5.63 -2.20
Cl -4.79 -6.65 -4.38
C -0.66 -2.93 -0.50
N 0.08 -2.31 -1.46
H 6.14 -4.90 -0.17
H 6.45 -6.22 -1.26
H 4.80 -5.90 -0.66
H 6.21 -4.73 -2.98
H 5.73 -3.49 -1.86
H 4.10 -1.46 -3.27
H 4.16 -2.24 -1.73
H 2.21 -0.69 -2.14
H 1.62 -1.79 -3.38
H 3.05 -3.35 -0.38
H 0.07 -4.64 3.38
H 0.70 -5.69 2.11
H -2.80 -4.63 2.23
H -3.88 -3.22 0.56
H -2.25 -0.89 -1.49
H -2.26 -2.24 -2.55
H -4.42 -1.12 -2.47
H -4.56 -1.35 -0.75
H -5.28 -3.59 -1.02
H -5.83 -2.89 -2.48
H -3.11 -4.26 -2.49
H -4.25 -3.88 -3.84
C 1.71 2.72 1.05
N 2.36 1.43 0.86
C 1.79 0.26 1.50
C 3.45 1.29 0.10
O 4.02 0.22 -0.09
H 1.70 2.97 2.12
H 0.68 2.69 0.69
H 2.24 3.50 0.51
H 2.53 -0.20 2.16
H 1.52 -0.49 0.75
H 0.91 0.54 2.07
H 3.80 2.23 -0.34
C -2.76 5.74 3.49
N -2.14 4.84 2.55
C -2.48 3.42 2.59
C -1.25 5.27 1.63
O -0.70 4.53 0.82
H -2.52 5.45 4.51
H -3.85 5.73 3.37
H -2.40 6.75 3.32
H -1.58 2.83 2.78
H -2.90 3.11 1.64
H -3.20 3.24 3.38
H -1.06 6.35 1.68
C 1.41 10.58 -0.31
N 0.69 9.97 0.80
C 0.05 10.83 1.78
C 0.61 8.64 0.96
O 0.02 8.09 1.87
H 2.22 11.20 0.07
H 0.73 11.19 -0.90
H 1.83 9.80 -0.94
H 0.46 10.64 2.77
H -1.02 10.63 1.81
H 0.21 11.87 1.51
H 1.12 8.08 0.17



55
Properties=species:S:1:pos:R:3 method="wB97M-V/def2-TZVPD" mol_weight_g_mol=469.36 s_squared=8.80 total_charge=+2 multiplicity=6 orbital_gap_ev="5.765 / 5.416" lumo_energy_ev="-5.7570 / -8.5797"
Rh 0.02 -0.31 0.33
P -0.67 -0.66 2.41
P -1.21 1.41 -0.43
N 0.55 -2.27 0.42
N 0.08 -0.83 -1.69
H 0.87 -3.87 -0.83
H 1.64 -1.93 -2.68
H 2.23 -2.75 -0.66
C 1.14 -2.81 -0.76
H 0.02 -2.73 -2.63
C 0.73 -2.09 -2.06
H 0.65 -4.06 1.56
H -0.55 -0.41 -3.61
C -0.05 -3.19 1.31
C -0.55 -0.07 -2.57
H 0.28 -2.65 3.34
C -0.52 -2.49 2.59
H -1.45 -2.89 2.99
H -2.60 1.51 -0.17
H -0.81 2.78 -0.21
H -2.01 -0.45 2.81
H 0.08 -0.19 3.53
O -3.00 -0.76 0.08
C -3.54 -1.84 -0.18
C -4.06 -2.72 0.93
C -3.41 -2.51 -1.53
H -0.79 -3.82 0.82
H -3.23 -2.81 1.66
H -4.96 -2.34 1.43
H -4.34 -3.71 0.52
H -2.44 -2.26 -1.97
H -3.57 -3.59 -1.36
H -4.19 -2.24 -2.25
C -1.18 1.11 -2.17
H -1.68 1.72 -2.91
C 1.24 2.50 2.59
N 1.84 2.94 1.34
C 2.50 4.24 1.39
C 2.15 2.07 0.36
S 2.15 0.37 0.71
N 2.49 2.50 -0.88
C 1.88 3.72 -1.44
C 2.88 1.51 -1.89
H 1.09 3.38 3.22
H 1.87 1.77 3.11
H 0.26 2.04 2.40
H 3.49 4.20 0.92
H 1.89 5.01 0.90
H 2.63 4.53 2.44
H 2.39 4.62 -1.06
H 2.02 3.69 -2.53
H 0.80 3.77 -1.20
H 3.64 0.84 -1.47
H 2.02 0.92 -2.22
H 3.30 2.06 -2.75



126
Properties=species:S:1:pos:R:3 method="wB97M-V/def2-TZVPD" mol_weight_g_mol=775.75 total_charge=0 multiplicity=1 orbital_gap_ev=7.407 lumo_energy_ev=-1.0631 relative_energy_kcal_mol=2.6
Na -1.72 1.21 1.87
B -1.21 0.04 -0.50
F -2.56 0.35 -0.22
F -0.99 -0.51 -1.73
F -0.47 1.25 -0.33
F -0.71 -0.78 0.56
C 3.42 -3.06 5.14
O 3.62 -1.67 5.10
C 3.54 -1.16 3.79
C 3.67 0.37 3.79
N 2.54 1.06 3.19
C 2.63 1.06 1.72
C 3.46 2.19 1.17
O 2.67 3.36 1.15
C 3.41 4.50 0.80
H 2.89 -3.33 6.05
H 4.38 -3.59 5.22
H 2.90 -3.48 4.28
H 2.63 -1.49 3.27
H 4.34 -1.60 3.17
H 4.61 0.70 3.35
H 3.74 0.65 4.85
H 1.69 0.56 3.42
H 1.59 1.27 1.43
H 2.84 0.08 1.28
H 3.92 1.88 0.22
H 4.30 2.38 1.87
H 2.73 5.35 0.81
H 3.80 4.43 -0.23
H 4.26 4.64 1.47
C 3.07 1.12 -2.95
O 3.62 0.19 -2.05
C 2.66 -0.61 -1.38
C 1.87 -1.51 -2.29
N 2.68 -2.52 -2.94
C 1.92 -3.42 -3.81
C 1.29 -2.73 -5.01
O 2.31 -1.98 -5.64
C 1.87 -1.29 -6.78
H 3.80 1.89 -3.17
H 2.17 1.59 -2.54
H 2.78 0.62 -3.89
H 1.97 -0.01 -0.78
H 3.27 -1.25 -0.74
H 1.33 -0.87 -3.01
H 1.08 -2.01 -1.72
H 3.32 -2.07 -3.60
H 1.16 -3.95 -3.24
H 2.64 -4.14 -4.19
H 0.52 -2.02 -4.68
H 0.89 -3.47 -5.70
H 2.76 -0.90 -7.26
H 1.24 -0.44 -6.50
H 1.30 -1.94 -7.46
C -2.65 -6.85 1.87
O -1.71 -6.01 2.51
C -0.85 -5.34 1.61
C 0.49 -5.06 2.28
N 1.09 -3.76 1.98
C 1.90 -3.68 0.74
C 3.30 -4.18 0.96
O 3.34 -5.57 0.84
C 4.62 -6.12 1.10
H -2.14 -7.48 1.14
H -3.47 -6.26 1.42
H -3.15 -7.46 2.62
H -1.28 -4.36 1.39
H -0.73 -5.90 0.68
H 1.24 -5.85 2.31
H 0.23 -4.95 3.35
H 0.38 -3.05 1.95
H 1.92 -2.61 0.55
H 1.46 -4.25 -0.08
H 3.75 -3.79 1.88
H 3.91 -3.71 0.16
H 4.78 -6.31 2.17
H 5.43 -5.45 0.77
H 4.72 -7.02 0.50
C 2.58 8.70 0.43
O 1.21 8.85 0.71
C 0.40 8.96 -0.43
C 0.35 7.76 -1.36
N -0.18 6.57 -0.75
C 0.06 5.37 -1.57
C -0.85 4.23 -1.23
O -2.16 4.54 -1.69
C -3.08 3.52 -1.43
H 3.07 8.64 1.40
H 2.94 9.61 -0.07
H 2.83 7.84 -0.20
H 0.80 9.80 -1.04
H -0.61 9.28 -0.15
H 1.38 7.55 -1.68
H -0.17 8.06 -2.28
H -1.18 6.62 -0.61
H 1.08 5.05 -1.31
H 0.01 5.59 -2.64
H -0.86 3.98 -0.17
H -0.51 3.34 -1.77
H -4.10 3.89 -1.50
H -2.95 3.13 -0.41
H -2.96 2.70 -2.14
C -4.36 -2.59 3.09
O -4.25 -1.20 2.96
C -5.44 -0.45 3.11
C -5.60 0.50 1.96
N -6.34 -0.08 0.86
C -6.47 0.83 -0.27
C -6.68 0.14 -1.58
O -8.02 -0.24 -1.73
C -8.24 -1.02 -2.87
H -5.33 -2.97 2.75
H -4.27 -2.93 4.13
H -3.60 -3.09 2.49
H -5.48 0.05 4.09
H -6.33 -1.10 3.12
H -4.60 0.80 1.63
H -6.15 1.38 2.31
H -5.84 -0.91 0.54
H -5.63 1.55 -0.36
H -7.30 1.50 -0.02
H -6.04 -0.76 -1.66
H -6.30 0.76 -2.41
H -9.23 -1.47 -2.85
H -7.47 -1.81 -2.96
H -8.20 -0.43 -3.80



34
Properties=species:S:1:pos:R:3 method="wB97M-V/def2-TZVPD" mol_weight_g_mol=273.36 total_charge=0 multiplicity=1 orbital_gap_ev=8.306 lumo_energy_ev=-0.3851 relative_energy_kcal_mol=12.7
O -0.20 2.18 -2.39
C -0.46 1.47 -1.45
N -1.52 1.60 -0.61
C -1.58 0.72 0.32
N -2.53 0.65 1.23
C -2.53 -0.27 2.34
C -2.13 0.47 3.63
C -2.57 1.93 3.55
C -3.86 2.05 2.73
C -3.56 1.67 1.27
S -0.24 -0.50 0.32
C 0.42 0.29 -1.08
C 1.51 0.00 -1.80
C 2.49 -1.05 -1.64
C 2.45 -2.01 -0.63
C 3.44 -2.98 -0.58
N 4.44 -3.05 -1.44
C 4.49 -2.14 -2.41
C 3.55 -1.13 -2.55
H -1.85 -1.10 2.13
H -3.54 -0.68 2.43
H -2.60 -0.03 4.47
H -1.05 0.42 3.77
H -1.80 2.53 3.06
H -2.72 2.33 4.55
H -4.62 1.39 3.16
H -4.24 3.07 2.76
H -3.19 2.53 0.71
H -4.47 1.29 0.78
H 1.68 0.68 -2.63
H 1.66 -2.01 0.11
H 3.44 -3.73 0.19
H 5.32 -2.23 -3.10
H 3.63 -0.42 -3.36



11
Properties=species:S:1:pos:R:3 method="wB97M-V/def2-TZVPD" mol_weight_g_mol=78.07 total_charge=0 smiles=OCCOO multiplicity=1 orbital_gap_ev=11.177 lumo_energy_ev=0.8782 relative_energy_kcal_mol=97.6
O -1.06 1.10 -1.46
C -0.68 1.04 -0.10
C -0.21 -0.41 0.29
O 1.18 -0.33 0.48
O 1.52 -1.67 1.09
H -0.26 0.99 -2.00
H -1.56 1.28 0.50
H 0.09 1.79 0.09
H -0.70 -0.71 1.23
H -0.44 -1.12 -0.51
H 2.13 -1.96 0.40



47
Properties=species:S:1:pos:R:3 method="wB97M-V/def2-TZVPD" mol_weight_g_mol=356.79 total_charge=+1 multiplicity=1 orbital_gap_ev=9.276 lumo_energy_ev=-2.7997
C -1.85 -0.45 2.97
C -0.44 -0.63 3.46
O 0.08 -1.94 3.61
P 1.61 -2.44 3.76
C 2.85 -1.54 2.59
C 4.32 -1.25 2.84
N 5.45 -0.99 2.84
O 2.22 -2.23 5.08
O 1.48 -3.87 3.06
C 0.30 -4.60 2.59
C 0.70 -6.03 2.36
H -2.24 0.52 3.35
H -1.86 -0.43 1.89
H -2.54 -1.20 3.31
H 0.12 -0.02 2.77
H -0.24 -0.19 4.42
H 2.83 -2.28 1.78
H -0.46 -4.60 3.37
H -0.10 -4.16 1.68
H -0.20 -6.63 2.37
H 1.17 -6.15 1.38
H 1.38 -6.44 3.10
Cl -3.40 3.28 -4.68
C -1.62 3.67 -4.37
N -1.05 2.82 -3.31
C -1.74 3.02 -1.92
C -1.00 2.17 -0.91
N 0.13 1.47 -1.57
F 2.16 -0.37 2.30
C 1.09 2.44 -2.13
C 0.40 3.27 -3.18
C -0.37 0.53 -2.60
C -1.06 1.29 -3.70
H -1.12 3.53 -5.33
H -1.61 4.72 -4.08
H -1.67 4.11 -1.72
H -2.80 2.76 -2.09
H -0.60 2.85 -0.16
H -1.71 1.45 -0.49
H 1.42 3.09 -1.30
H 1.91 1.86 -2.58
H 0.87 3.16 -4.17
H 0.39 4.34 -2.94
H 0.52 0.03 -3.03
H -1.08 -0.18 -2.15
H -2.11 1.04 -3.85
H -0.53 1.23 -4.66



20
Properties=species:S:1:pos:R:3 method="wB97M-V/def2-TZVPD" mol_weight_g_mol=192.20 total_charge=0 multiplicity=1 orbital_gap_ev=8.685 lumo_energy_ev=-0.2831 relative_energy_kcal_mol=18.3
C 1.87 1.84 0.39
C -0.63 0.08 0.97
C 0.45 -2.06 0.23
C -0.50 -1.16 0.12
C -2.00 2.01 1.19
N 1.48 1.50 -0.62
N 0.72 -3.15 -0.51
O 0.20 0.58 1.73
O 0.66 1.26 -3.30
O 1.27 -1.03 -2.62
O -1.76 0.69 0.73
S 0.44 0.13 -2.38
H 2.21 1.94 1.30
H 1.10 -1.93 1.12
H -1.16 -1.34 -0.62
H -2.35 2.60 0.32
H -1.16 2.35 1.76
H -2.78 2.23 1.96
H 0.30 -3.08 -1.42
H 1.63 -3.46 -0.36



29
Properties=species:S:1:pos:R:3 method="wB97M-V/def2-TZVPD" mol_weight_g_mol=267.24 total_charge=0 smiles="C[Si](C)(C)C=C=Cc1cccc(Br)c1" multiplicity=1 orbital_gap_ev=9.369 lumo_energy_ev=0.5706 relative_energy_kcal_mol=48.5
C -2.17 0.01 1.52
Si -2.32 0.92 -0.09
C -2.40 2.86 0.35
C -4.04 0.67 -0.79
C -0.88 0.55 -1.42
C -0.13 -0.45 -1.19
C 0.72 -1.41 -1.14
C 2.02 -1.39 -0.43
C 2.39 -2.30 0.60
C 3.64 -2.14 1.09
C 4.50 -1.14 0.71
C 4.08 -0.10 -0.18
Br 4.96 1.66 -0.53
C 2.77 -0.26 -0.73
H -1.51 0.45 2.24
H -3.13 -0.19 2.04
H -1.64 -0.90 1.16
H -1.56 3.40 0.00
H -3.35 3.34 0.01
H -2.51 3.03 1.44
H -4.45 -0.32 -0.54
H -4.71 1.39 -0.37
H -4.19 0.93 -1.88
H -0.61 0.98 -2.38
H 0.42 -2.43 -1.26
H 1.86 -3.29 0.68
H 4.16 -2.96 1.66
H 5.45 -1.08 1.12
H 2.61 0.15 -1.67



13
Properties=species:S:1:pos:R:3 method="wB97M-V/def2-TZVPD" mol_weight_g_mol=87.10 total_charge=-1 multiplicity=1 orbital_gap_ev=6.638 lumo_energy_ev=4.4320 relative_energy_kcal_mol=59.0
O -0.81 0.28 1.46
C -1.48 -0.50 0.66
C -1.26 -0.55 -0.69
C 0.00 0.11 -1.21
C 1.27 -0.27 -0.49
O 1.86 0.77 0.35
H -1.97 -1.30 1.23
H -1.90 -1.06 -1.39
H -0.27 1.18 -1.14
H 0.07 0.21 -2.30
H 2.02 -0.44 -1.27
H 1.10 -1.08 0.23
H 1.27 0.69 1.12



17
Properties=species:S:1:pos:R:3 method="wB97M-V/def2-TZVPD" mol_weight_g_mol=120.20 total_charge=+1 multiplicity=1 orbital_gap_ev=9.338 lumo_energy_ev=-4.1606 relative_energy_kcal_mol=67.7
C -2.35 -2.09 -0.06
C -2.22 -3.02 0.84
C 0.93 2.41 -0.37
N 2.30 2.88 -0.51
O -0.06 -0.54 -0.19
O 2.49 0.06 0.23
Si 1.03 0.52 -0.17
H -2.05 -2.35 -1.09
H -2.83 -1.20 0.34
H -2.03 -4.00 0.75
H 0.17 2.73 -1.16
H 0.63 2.82 0.53
H -2.65 -3.00 1.90
H 2.38 3.84 -0.07
H 2.71 2.74 -1.37
H -0.99 -0.99 -0.23
H 2.54 -0.81 0.62